# 1
{
  "formula": "C18H23AuN2O2Se4",
  "method": "ωB97M-V/def2-TZVPD",
  "total_energy_ha": -10701.25809,
  "e_homo_ev": -1.0,
  "lumo_energy_ha": 0.16733,
  "homo_lumo_gap_ev": 5.54,
  "charge": -2,
  "mol_weight_g_mol": 812.2,
  "symbols": ["Au", "Se", "Se", "Se", "Se", "C", "C", "C", "C", "C", "C", "C", "C", "C", "C", "C", "C", "O", "H", "H", "H", "H", "H", "H", "H", "H", "H", "H", "H", "H", "H", "H", "H", "H", "H", "N", "C", "O", "C", "C", "C", "C", "N", "C", "H", "H", "H", "H", "H", "H"],
  "xyz": [[0.52918, 0.19978, 1.67656], [-0.70631, 2.32341, 2.27327], [-0.43815, 2.12753, 4.60553], [1.82875, 1.64402, 4.88306], [2.07791, -0.43120, 3.78656], [0.63204, -1.04985, -2.96396], [-0.17976, -0.43510, -1.82238], [-0.71846, 0.93894, -2.22527], [-1.28017, -1.36703, -1.36208], [-2.36264, -1.63134, -2.18655], [-3.37570, -2.50444, -1.82363], [-3.29019, -3.11734, -0.57632], [-2.23807, -2.89012, 0.28554], [-2.21947, -3.55913, 1.64335], [-2.23717, -2.55246, 2.79376], [-1.05237, -4.53627, 1.80027], [-1.16521, -2.00927, -0.08990], [-0.15484, -1.85125, 0.69461], [1.44929, -0.39031, -3.27180], [-0.00108, -1.23405, -3.83682], [1.06042, -2.00482, -2.65714], [0.49399, -0.30385, -0.97024], [-1.44092, 0.86182, -3.04258], [0.09323, 1.57999, -2.58627], [-1.21087, 1.42378, -1.37949], [-2.41336, -1.13639, -3.15394], [-4.21350, -2.69347, -2.48575], [-4.08106, -3.79328, -0.25702], [-3.14859, -4.14539, 1.70663], [-1.30581, -1.99113, 2.84287], [-2.37831, -3.07136, 3.74736], [-3.05024, -1.83342, 2.67309], [-0.11108, -3.99065, 1.77054], [-1.05066, -5.27742, 0.99639], [-1.12301, -5.06519, 2.75592], [1.05682, 4.33442, -2.31574], [2.18030, 4.71074, -1.64308], [2.79018, 5.72918, -1.94042], [2.63060, 3.79443, -0.55898], [3.58736, 4.23573, 0.35440], [3.94466, 3.40286, 1.39694], [3.34187, 2.15364, 1.49554], [2.45972, 1.71184, 0.60391], [2.11441, 2.51425, -0.39247], [0.68209, 5.01215, -2.95567], [0.42783, 3.64814, -1.93185], [4.00220, 5.22860, 0.24003], [4.65213, 3.71501, 2.15334], [3.53346, 1.47606, 2.32148], [1.37855, 2.09923, -1.07165]]
}

***

# 2
{
  "formula": "C18H23BBr4Cl3F3NO2",
  "method": "ωB97M-V/def2-TZVPD",
  "total_energy_ha": -12905.90328,
  "e_homo_ev": -4.5,
  "lumo_energy_ha": 0.07248,
  "homo_lumo_gap_ev": 6.51,
  "charge": -1,
  "mol_weight_g_mol": 779.2,
  "symbols": ["C", "C", "Br", "C", "C", "Br", "O", "B", "C", "C", "C", "C", "C", "C", "C", "O", "C", "C", "N", "C", "C", "C", "F", "Br", "C", "F", "F", "Br", "H", "H", "H", "H", "H", "H", "H", "H", "H", "H", "H", "H", "H", "H", "H", "H", "H", "H", "H", "H", "H", "H", "C", "Cl", "Cl", "Cl", "H"],
  "xyz": [[-0.51966, -4.01096, -0.22081], [0.94151, -3.81643, 0.41093], [0.81537, -4.49960, 2.31146], [1.43466, -2.29436, 0.51698], [1.24339, -1.44857, -0.82430], [1.85528, -2.63686, -2.36179], [-0.08543, -1.03183, -1.17497], [0.08529, -0.02354, -2.26699], [-1.22343, 0.98155, -2.29777], [-2.49035, 0.07383, -1.84072], [-3.30618, 0.38318, -0.55047], [-4.46902, -0.58299, -0.18783], [-4.76251, -1.80892, -1.12219], [-3.97707, -2.09457, -2.42441], [-2.81274, -1.13344, -2.79559], [1.44422, 0.54209, -2.25672], [2.02520, -0.05451, -1.03966], [3.58981, -0.14892, -1.50122], [4.37868, -1.14634, -0.71604], [1.92885, 1.14165, 0.02241], [0.86814, 0.97407, 1.21015], [1.57091, 0.95194, 2.68024], [0.55684, 0.45070, 3.59932], [3.10930, -0.28431, 2.81806], [1.90699, 2.44709, 3.19002], [2.46107, 3.28748, 2.18747], [2.88979, 2.38258, 4.24609], [0.29067, 3.34381, 3.89846], [-0.65475, -5.15148, -0.37358], [-1.34366, -3.71273, 0.53156], [-0.65824, -3.53758, -1.24945], [1.72919, -4.48996, -0.08693], [2.57217, -2.32681, 0.71903], [0.94770, -1.83424, 1.44263], [-0.03094, -0.62553, -3.29829], [-1.15448, 1.85074, -1.53190], [-1.44147, 1.43496, -3.32609], [-3.04052, 1.28199, 0.11907], [-5.08867, -0.38103, 0.76113], [-5.59493, -2.54303, -0.84144], [-4.17341, -2.97017, -3.12193], [-2.17635, -1.28701, -3.73181], [3.67918, -0.36160, -2.63128], [4.05389, 0.89253, -1.33409], [4.33736, -0.97385, 0.29811], [5.37380, -1.08641, -0.99222], [1.63825, 2.08895, -0.57259], [2.97449, 1.38731, 0.45668], [0.23375, 1.94463, 1.22412], [0.12245, 0.12142, 1.09902], [-2.45360, 6.16976, 2.61890], [-3.38356, 5.59685, 1.22750], [-2.60421, 5.04047, 3.97482], [-0.75502, 6.39661, 2.18032], [-2.85802, 7.13138, 2.92862]]
}

***

# 3
{
  "formula": "C18H23BBrF4IN2O2S4SiTc",
  "method": "ωB97M-V/def2-TZVPD",
  "total_energy_ha": -6219.10292,
  "s2": 3.775,
  "e_homo_ev": [-7.6, -7.9],
  "lumo_energy_ha": [-0.00847, -0.06519],
  "multiplicity": 4,
  "relative_energy_kcal_mol": 14.72,
  "homo_lumo_gap_ev": [7.39, 6.16],
  "mol_weight_g_mol": 847.4,
  "symbols": ["Tc", "O", "C", "S", "C", "C", "S", "S", "S", "Br", "C", "C", "C", "C", "C", "C", "I", "H", "H", "H", "H", "C", "Si", "C", "C", "O", "H", "H", "H", "H", "H", "H", "H", "H", "H", "N", "C", "N", "C", "C", "C", "C", "C", "H", "H", "H", "H", "H", "H", "H", "H", "H", "H", "F", "B", "F", "F", "F"],
  "xyz": [[0.15290, -1.30095, -0.28316], [-1.46681, -1.71398, 6.36896], [-1.21601, -1.65256, 5.20156], [-0.08434, -2.75010, 4.37886], [-0.26520, -2.03769, 2.78871], [-1.10273, -0.98746, 2.65539], [-1.41973, -0.18241, 1.15900], [-1.92022, -0.44345, 4.10231], [0.61775, -2.70369, 1.45955], [3.05607, 5.65210, -0.29652], [1.20711, 6.01053, -0.51927], [0.76395, 7.27839, -0.16889], [-0.57319, 7.60465, -0.31378], [-1.46477, 6.66582, -0.80991], [-1.01937, 5.40285, -1.16087], [0.32225, 5.06332, -1.01879], [0.89293, 3.13469, -1.56075], [1.47023, 8.00148, 0.21390], [-0.91405, 8.59349, -0.03902], [-2.51159, 6.91197, -0.92446], [-1.71400, 4.66882, -1.54496], [3.34457, -4.27108, -1.52338], [1.72112, -3.64161, -2.20667], [1.88072, -3.22664, -4.01906], [0.35718, -4.88643, -1.92252], [1.34889, -2.24533, -1.39682], [3.65201, -5.19100, -2.02526], [3.26079, -4.48211, -0.45527], [4.13688, -3.53242, -1.66064], [2.11095, -4.11813, -4.60680], [2.67752, -2.49867, -4.18567], [0.94827, -2.80019, -4.39193], [0.56711, -5.82680, -2.43705], [-0.59272, -4.49951, -2.29643], [0.23690, -5.10389, -0.85896], [1.54693, 0.04413, 0.27961], [2.31375, 0.82547, 0.64777], [3.17797, 1.69667, 1.05351], [4.34225, 2.05090, 0.21498], [5.36432, 2.77056, 1.08922], [5.41814, 2.12378, 2.47058], [4.10216, 2.34950, 3.23319], [2.92622, 2.49563, 2.26585], [4.01176, 2.66913, -0.62106], [4.76015, 1.12234, -0.17685], [5.10457, 3.82916, 1.17905], [6.33354, 2.72497, 0.59308], [6.25739, 2.51216, 3.04646], [5.59259, 1.05186, 2.34600], [4.16106, 3.26027, 3.83163], [3.92331, 1.52382, 3.92224], [2.79525, 3.53244, 1.95097], [1.98708, 2.16122, 2.70238], [-0.73848, -0.31063, -2.02046], [-1.72509, -1.36881, -2.35739], [-1.39847, -1.94581, -3.53390], [-2.97600, -0.88691, -2.23655], [-1.43673, -2.31935, -1.24169]]
}

***

# 4
{
  "formula": "C18H23BrCl24N2PS",
  "method": "ωB97M-V/def2-TZVPD",
  "total_energy_ha": -15166.96728,
  "e_homo_ev": -12.0,
  "lumo_energy_ha": -0.17610,
  "homo_lumo_gap_ev": 7.22,
  "charge": 1,
  "mol_weight_g_mol": 1261.2,
  "symbols": ["C", "C", "C", "C", "C", "C", "P", "S", "N", "N", "C", "C", "C", "C", "Br", "H", "H", "H", "H", "H", "H", "H", "H", "H", "H", "H", "H", "H", "H", "H", "C", "Cl", "Cl", "Cl", "H", "C", "Cl", "Cl", "Cl", "H", "C", "Cl", "Cl", "Cl", "H", "C", "Cl", "Cl", "Cl", "H", "C", "Cl", "Cl", "Cl", "H", "C", "Cl", "Cl", "Cl", "H", "C", "Cl", "Cl", "Cl", "H", "C", "Cl", "Cl", "Cl", "H"],
  "xyz": [[-4.34612, 0.53340, 1.30224], [-3.34347, -0.29885, 1.60448], [-2.39370, -0.84232, 0.51871], [-1.24683, -1.56641, 1.15755], [-1.31722, -2.94848, 1.39110], [-0.21045, -3.48650, 2.01789], [-0.27733, -5.32029, 2.38834], [-0.42604, -6.39652, 0.79023], [0.87557, -2.83451, 2.36799], [0.99953, -1.53360, 2.17449], [-0.02503, -0.95607, 1.61741], [0.11710, 0.55442, 1.44564], [0.21511, 0.98953, -0.05142], [-0.72058, 2.19749, -0.27681], [0.00284, 3.80560, 0.54149], [-4.16235, 1.36051, 0.61306], [-5.33726, 0.32640, 1.70608], [-3.17051, -0.66535, 2.62134], [-2.09949, -0.08572, -0.21274], [-2.98572, -1.59342, -0.02336], [-2.18213, -3.53546, 1.09354], [-1.48191, -5.44449, 3.12606], [0.75675, -5.67094, 3.28705], [1.64749, -3.31326, 2.82492], [1.02892, 0.89721, 1.94758], [-0.72511, 1.04311, 1.95708], [-0.18053, 0.16332, -0.65941], [1.23367, 1.21783, -0.36769], [-1.64931, 1.96762, 0.26301], [-1.00768, 2.32310, -1.32745], [2.87330, -5.21788, -1.41818], [4.11046, -6.44116, -1.16149], [1.40304, -5.93808, -2.07399], [2.55156, -4.33497, 0.08960], [3.24789, -4.50218, -2.13921], [1.38588, 0.74901, -3.86823], [1.15483, -1.00003, -3.93790], [-0.12945, 1.55647, -3.43488], [2.67135, 1.16175, -2.72731], [1.68236, 1.09363, -4.84941], [-7.38071, -0.47506, -1.17312], [-6.61232, -1.77703, -0.25450], [-7.55171, 0.97637, -0.18273], [-6.45774, -0.12379, -2.63461], [-8.36947, -0.80539, -1.46563], [-2.09939, -9.60971, -0.34274], [-0.95185, -9.09514, -1.58339], [-3.68528, -9.92110, -1.05034], [-1.50203, -11.03623, 0.50477], [-2.20033, -8.80586, 0.37631], [3.73525, 2.37125, -7.60442], [2.51955, 1.51594, -8.55379], [3.37523, 4.09441, -7.53330], [3.84063, 1.69002, -5.97356], [4.69656, 2.24290, -8.08580], [-3.44726, 5.70055, 2.02667], [-3.90644, 6.60514, 0.58542], [-4.36548, 6.24565, 3.42841], [-3.67566, 3.96460, 1.77066], [-2.39557, 5.87568, 2.21796], [3.28002, 5.37250, 2.40628], [3.06296, 3.61714, 2.36127], [1.75593, 6.17934, 2.79668], [4.53006, 5.81219, 3.56417], [3.59579, 5.70106, 1.42370], [8.40444, 7.07904, 2.60312], [7.36488, 8.13556, 3.56157], [7.44324, 5.88168, 1.72777], [9.39115, 8.02255, 1.48724], [9.06614, 6.55187, 3.27851]]
}